[1]
{
  "formula": "C11H12BF4N2O2",
  "method": "ωB97M-V with the def2-TZVPD basis set",
  "total_charge": 1,
  "e_homo_ev": -12.6,
  "e_lumo_ev": -5.4,
  "gap_ha": 0.2629,
  "smiles": "CB(O)[n+]1cc(CC(=O)F)c(CCC(F)=C(F)F)cn1",
  "symbols": ["C", "B", "O", "N", "C", "C", "C", "C", "O", "F", "C", "C", "C", "C", "F", "C", "F", "F", "C", "N", "H", "H", "H", "H", "H", "H", "H", "H", "H", "H", "H", "H"],
  "xyz": [[4.813728, -0.987993, 0.402991], [3.487872, -1.286927, 1.221350], [3.528209, -1.935937, 2.461250], [2.072092, -0.931140, 0.733656], [1.789789, 0.249850, 0.127966], [0.512806, 0.748137, -0.349506], [0.280834, 2.127492, -1.028811], [1.116238, 2.320632, -2.338620], [0.620352, 2.604657, -3.360869], [2.497137, 2.179579, -2.317503], [-0.593892, -0.249735, -0.151540], [-2.054112, 0.031048, -0.576338], [-3.089057, -0.882314, 0.230661], [-4.296667, -0.052719, 0.777685], [-4.418904, 0.137296, 2.142124], [-5.249509, 0.457573, -0.019293], [-5.243886, 0.070438, -1.331935], [-6.211747, 1.283340, 0.407764], [-0.093744, -1.489408, 0.484407], [1.116361, -1.826073, 0.920384], [4.669434, -0.824929, -0.693048], [5.460940, -1.909073, 0.505870], [5.370271, -0.165038, 0.922250], [3.074013, -1.400521, 3.138681], [2.668384, 0.934200, -0.022979], [0.527508, 2.938873, -0.298523], [-0.793999, 2.210980, -1.341402], [-2.229062, -0.062406, -1.681405], [-2.338207, 1.090661, -0.309418], [-2.636297, -1.374164, 1.127045], [-3.487218, -1.720141, -0.408851], [-0.869666, -2.286239, 0.625958]],
  "forces_ev_per_a": [[-0.35, -0.78, -0.07], [1.32, -1.22, 1.45], [-0.06, 1.89, -1.49], [-1.23, 1.87, -1.12], [0.24, 1.96, -0.86], [-1.25, -3.24, 0.97], [0.86, -0.73, 0.31], [0.18, 0.13, -0.11], [-0.30, 0.03, -0.17], [-1.36, -0.18, 1.13], [3.44, 1.35, -0.17], [-0.43, -0.32, 1.18], [-0.95, 0.02, 0.38], [-0.12, -0.27, -0.18], [0.60, -0.08, -1.65], [0.56, -0.58, 0.35], [-0.51, 1.28, 1.63], [0.88, -1.21, -1.23], [-1.97, 0.05, -0.49], [-1.24, 0.51, -0.44], [0.22, 0.24, 0.95], [-0.61, 0.93, 0.02], [-0.40, -0.54, -0.64], [-0.15, -0.80, -0.09], [-0.79, -0.90, 0.24], [-0.16, -0.56, -0.64], [1.23, 0.00, 0.29], [0.47, -0.07, 0.95], [0.65, -0.97, -0.30], [-0.28, 0.58, -0.71], [0.43, 0.92, 0.55], [1.08, 0.70, -0.04]]
}


[2]
{
  "formula": "C16H20CoI2N2S2",
  "method": "ωB97M-V with the def2-TZVPD basis set",
  "relative_energy_kj_mol": 0.0,
  "total_charge": 1,
  "e_homo_ev": [-11.2, -11.2],
  "e_lumo_ev": [-3.5, -5.8],
  "gap_ha": [0.2838, 0.1987],
  "spin_multiplicity": 5,
  "symbols": ["Co", "C", "C", "C", "C", "C", "C", "C", "C", "C", "C", "H", "H", "H", "H", "H", "H", "H", "H", "H", "H", "H", "H", "H", "H", "N", "C", "S", "C", "C", "C", "N", "C", "C", "H", "H", "H", "H", "H", "H", "S", "I", "I"],
  "xyz": [[0.556111, -1.443085, -0.273368], [4.370848, 1.442029, -1.098315], [3.353297, 0.345753, -1.420000], [2.388117, 0.796016, -2.515790], [2.619763, -0.076911, -0.166103], [2.765667, -1.365550, 0.370701], [2.069982, -1.764065, 1.516821], [1.197444, -0.887673, 2.175548], [0.421177, -1.344052, 3.380441], [1.081727, 0.405102, 1.659902], [1.769654, 0.799966, 0.514690], [4.954543, 1.680910, -1.987700], [5.062647, 1.140333, -0.311131], [3.870795, 2.359389, -0.777038], [3.897752, -0.532803, -1.775706], [1.837477, 1.689503, -2.206637], [1.667515, 0.016834, -2.776456], [2.938321, 1.055333, -3.420255], [3.412346, -2.077900, -0.125958], [2.192529, -2.774021, 1.888735], [1.077817, -1.824606, 4.105593], [-0.337158, -2.080399, 3.100758], [-0.077480, -0.510237, 3.871439], [0.412719, 1.108142, 2.142241], [1.620808, 1.802642, 0.132390], [-5.899719, 1.312790, -0.139448], [-4.783584, 1.977371, -0.482978], [-4.683904, 3.556474, -0.855355], [-3.543126, 1.128158, -0.424233], [-3.285577, 0.300017, 0.660021], [-2.104297, -0.413974, 0.696843], [-1.195038, -0.345490, -0.283109], [-1.456722, 0.440065, -1.341493], [-2.602946, 1.193058, -1.445168], [-6.771141, 1.817784, -0.124288], [-5.914845, 0.314025, -0.027195], [-3.982481, 0.220321, 1.484317], [-1.875282, -1.070208, 1.526613], [-0.706634, 0.454348, -2.122570], [-2.774205, 1.832314, -2.299851], [0.568055, -2.845899, -2.010103], [-0.756955, -3.830432, -0.215440], [-3.356024, -4.001356, 1.398630]],
  "forces_ev_per_a": [[0.01, 0.67, 0.06], [0.03, 0.09, -0.02], [0.06, -0.11, 0.07], [-0.03, 0.12, -0.01], [-0.03, 0.05, -0.03], [0.21, -0.12, -0.07], [-0.08, -0.18, -0.08], [-0.05, -0.02, 0.06], [0.00, 0.02, -0.02], [-0.03, 0.06, 0.02], [-0.10, 0.01, -0.03], [-0.01, -0.01, 0.02], [-0.03, -0.03, -0.01], [0.01, -0.04, 0.00], [-0.01, 0.00, -0.03], [0.01, -0.03, -0.02], [0.03, -0.03, 0.02], [0.00, -0.02, 0.01], [0.04, 0.02, 0.01], [0.03, 0.01, 0.00], [0.02, 0.02, -0.01], [0.02, 0.00, 0.00], [0.00, 0.01, -0.02], [0.02, -0.01, 0.00], [0.01, 0.00, 0.02], [0.00, 0.28, -0.04], [0.17, -0.66, 0.23], [-0.03, 0.23, -0.08], [-0.14, 0.23, -0.09], [-0.05, -0.06, 0.11], [0.09, 0.03, -0.12], [-0.12, -0.09, -0.03], [0.14, -0.07, 0.02], [-0.03, 0.03, -0.02], [-0.04, -0.04, -0.02], [-0.01, -0.03, -0.01], [0.02, 0.00, -0.02], [-0.02, 0.02, 0.01], [-0.02, 0.00, -0.01], [0.03, 0.00, 0.01], [-0.10, 0.00, 0.20], [0.03, -0.39, -0.08], [-0.06, 0.07, -0.01]]
}